1.
Formula: C4H4N5O3
Source: the Open Molecules 2025 dataset
Level of theory: ωB97M-V/def2-TZVPD

Positions of all 16 atoms, in Å:
C -1.39596 -1.69970 -0.61569
C -0.72792 1.58996 0.12134
C -0.11471 -1.19873 -0.27308
C 2.14155 -0.63081 0.20331
N -3.51802 -1.79575 0.32891
N -2.45066 -1.70233 0.03557
N 0.47554 1.13218 -0.38543
N 0.81818 -0.28427 -0.20351
N -0.79384 2.94840 0.43868
O -1.39387 3.81929 -0.12300
O -0.16006 -2.53938 -0.16627
O -1.55236 0.72607 0.43326
H 2.82693 -0.06860 -0.37184
H 2.19081 -0.53896 1.32575
H 2.44393 -1.54224 -0.24422
H 1.21045 1.78485 -0.50379

Summary:
- Charge: +1
- Kohn-Sham gap (spin up / spin down): 8.486 / 8.454 eV
- Energy above the lowest of the compared OMol25 structures with the same formula, charge and spin: 45.24 kcal/mol
- Structure (SMILES): CN(NC(=O)N=O)C1=C([N+]#N)O1
- LUMO level (spin up / spin down): -5.42 / -5.45 eV

---

2.
Formula: ClH10NiO5
Source: the Open Molecules 2025 dataset
Level of theory: ωB97M-V/def2-TZVPD

Positions of all 17 atoms, in Å:
Ni 0.42154 0.38406 -0.12711
Cl 2.06398 2.00829 -0.43827
O -1.19721 1.84020 -0.13074
H -1.10459 2.77406 0.11081
H -2.07347 1.75452 -0.52794
O -1.45092 -0.97049 0.24729
H -1.20694 -1.70760 0.81989
H -2.33963 -1.18237 -0.06871
O 0.40452 0.33682 2.03026
H -0.25848 0.64963 2.66166
H 1.00313 -0.22938 2.53448
O 0.10657 -0.11970 -2.12883
H 0.19560 0.62048 -2.75330
H 0.55923 -0.86118 -2.55301
O 1.43331 -1.42510 0.09754
H 1.46781 -2.05558 0.82847
H 1.97553 -1.81666 -0.60247

Summary:
- Charge: +1
- Expectation value of S²: 2.0033
- Kohn-Sham gap (spin up / spin down): 8.854 / 8.709 eV
- Energy above the lowest of the compared OMol25 structures with the same formula, charge and spin: 8.62 kcal/mol
- Multiplicity: 3
- LUMO level (spin up / spin down): -3.74 / -3.81 eV

---

3.
Formula: C15H13F2N3NiO
Source: the Open Molecules 2025 dataset
Level of theory: ωB97M-V/def2-TZVPD

Positions of all 35 atoms, in Å:
Ni 0.73373 1.29984 -0.23578
C -1.28952 -0.79623 2.84108
C -0.43907 0.06939 1.98072
N -0.19480 -0.10558 0.74007
N -0.66112 -1.16741 0.00631
C -0.37673 -0.87428 -1.25676
O 0.11998 0.22754 -1.66365
C -0.70318 -1.90770 -2.28230
C -0.18242 -1.77975 -3.56376
C -0.48631 -2.72555 -4.53184
C -1.31967 -3.79126 -4.22534
C -1.84253 -3.91994 -2.94429
C -1.53280 -2.98291 -1.97243
C 0.24512 1.29344 2.49688
C 0.21780 1.66413 3.82875
C 0.87415 2.82555 4.21804
C 1.53711 3.58231 3.27144
C 1.52004 3.14972 1.95228
N 0.89562 2.03979 1.57731
H -1.71080 -1.59119 2.23117
H -2.09896 -0.21243 3.28348
H -0.71779 -1.24355 3.65671
H 0.45774 -0.93647 -3.78556
H -0.07612 -2.62782 -5.52849
H -1.56564 -4.52154 -4.98573
H -2.49325 -4.75097 -2.70522
H -1.92522 -3.07220 -0.96975
H -0.31352 1.05545 4.54554
H 0.85688 3.13501 5.25478
H 2.05980 4.49017 3.53336
H 2.00996 3.70261 1.16194
F 1.23238 3.51560 -1.31887
C 2.01200 2.30691 -1.23503
F 2.19987 1.94778 -2.53134
H 2.95727 2.70151 -0.84372

Summary:
- Charge: 0
- Kohn-Sham gap (spin up / spin down): 7.533 / 7.540 eV
- Energy above the lowest of the compared OMol25 structures with the same formula, charge and spin: 3.91 kcal/mol
- LUMO level (spin up / spin down): -0.75 / -0.78 eV

---

4.
Formula: C3H6NO2
Source: the Open Molecules 2025 dataset
Level of theory: ωB97M-V/def2-TZVPD

Positions of all 12 atoms, in Å:
C 0.09002 -1.35483 -1.03884
C 0.39076 -0.07035 -0.91548
N 0.44218 0.83433 -1.97800
H -0.08651 -1.80476 -2.01343
H -0.03429 -1.95226 -0.14506
H 0.49613 0.30790 0.09538
H -0.19841 0.61717 -2.72213
H 0.42202 1.79933 -1.69894
O -0.72425 1.40513 1.92360
C -0.38667 0.40480 2.58758
O -0.05804 -0.73459 2.19531
H -0.35295 0.54812 3.71000

Summary:
- Charge: -1
- Kohn-Sham gap: 8.178 eV
- Energy above the lowest of the compared OMol25 structures with the same formula, charge and spin: 25.54 kcal/mol
- LUMO level: 4.20 eV

---

5.
Formula: C5H11NO
Source: the Open Molecules 2025 dataset
Level of theory: ωB97M-V/def2-TZVPD

Positions of all 18 atoms, in Å:
C -2.32576 -1.47575 0.56991
C -0.84488 -1.32077 0.31933
N -0.45683 -0.01143 0.22592
C 1.31005 0.23455 -1.44644
C 0.93682 0.34415 0.02243
C 1.19255 1.72876 0.58466
O -0.06722 -2.24137 0.18575
H -2.61996 -2.52378 0.50123
H -2.84888 -0.96136 -0.23547
H -2.64469 -1.06510 1.52618
H -1.11788 0.65593 0.59066
H 2.32982 0.55834 -1.64022
H 0.74152 0.96448 -2.02556
H 1.08405 -0.75392 -1.82649
H 1.51332 -0.39095 0.58020
H 1.09036 1.74679 1.66285
H 2.19152 2.05678 0.30267
H 0.53609 2.45465 0.10237

Summary:
- Charge: 0
- Kohn-Sham gap: 10.542 eV
- Energy above the lowest of the compared OMol25 structures with the same formula, charge and spin: 1.36 kcal/mol
- Structure (SMILES): CC(=O)NC(C)C
- LUMO level: 0.90 eV